24
Properties=species:S:1:pos:R:3:forces:R:3 method="wB97M-V/def2-TZVPD" lumo_energy_ev="3.7886 / 3.5412" homo_lumo_gap_ha="0.1022 / 0.3339" s_squared=0.75 de_lowest_ev=1.210 charge=-1 multiplicity=2
O -0.22857 3.43344 0.79404 0.06 0.39 0.06
O -0.26960 1.67186 -3.60376 -0.25 -0.04 0.25
N 0.38537 -1.44178 -1.76203 0.20 -0.57 -1.28
N -0.28928 0.22555 1.47553 -1.04 0.77 -1.13
C -1.64228 0.55599 2.03147 1.91 -0.71 -0.03
C 0.78369 -0.99652 -0.47016 0.10 1.02 1.78
C 1.81389 -1.79758 0.38877 0.07 -0.24 -1.09
C -0.46599 -0.72806 0.40322 0.03 -0.20 -1.43
H 1.21014 0.00987 -0.64381 -0.09 -0.32 0.08
H -1.52745 1.50134 2.56462 -0.45 -0.33 0.53
H -1.91645 -0.33827 2.60495 -0.72 0.56 0.48
H 0.44435 3.31717 0.10091 -0.22 -0.15 0.09
H -0.26309 -2.19373 -1.95658 0.17 0.01 0.77
H -1.15183 1.44777 -3.24302 0.52 0.09 -0.07
H -0.47639 2.53598 1.04295 0.29 -0.26 -0.24
H -1.17754 -0.33407 -0.34160 -0.06 0.12 0.56
H 0.29476 1.71291 -2.80155 -0.22 -0.02 -0.24
H 2.64533 -1.18317 0.75036 -0.30 0.20 0.18
H -2.35526 0.69655 1.22356 0.11 0.02 -0.13
H 1.30473 -2.29059 1.22011 0.23 -0.14 0.02
H 2.29756 -2.54016 -0.25717 -0.15 -0.15 0.21
H -0.87383 -1.67773 0.78514 -0.06 -0.19 -0.15
H 0.34147 -0.14761 2.16042 0.02 0.01 0.52
H 1.11627 -1.43917 -2.46640 -0.15 0.15 0.26



19
Properties=species:S:1:pos:R:3:forces:R:3 method="wB97M-V/def2-TZVPD" lumo_energy_ev=3.2717 homo_lumo_gap_ha=0.2476 de_lowest_ev=5.250 charge=-1
S -1.58520 1.52056 0.85013 -0.05 -0.89 0.21
S -2.34151 -0.37121 0.29545 0.45 1.04 -0.79
O 2.50317 -1.61990 1.19792 -2.41 -0.10 -3.78
O 0.16727 0.88270 -2.35882 1.53 -1.30 -0.49
C -2.00617 -0.37946 -1.55112 -0.50 -0.89 0.98
C 1.15348 0.57201 0.75721 -0.10 0.40 -0.21
C 0.05702 1.26872 1.65392 0.35 -1.25 0.14
C 1.01174 -0.97368 0.67136 -1.87 2.09 4.20
H -0.02365 0.67033 2.58991 -0.31 0.47 -0.47
H 0.49645 -1.49671 1.49820 -0.16 0.97 -0.27
H -1.52134 -1.35450 -1.71125 -0.19 0.14 -0.15
H 1.85820 -1.74594 0.19934 3.14 -1.15 1.00
H 0.22459 2.31353 1.95882 0.57 -0.32 -0.26
H 0.93555 0.89456 -0.25968 0.20 0.38 -0.37
H 2.22825 0.86402 0.96848 -1.35 -0.42 0.24
H 0.69238 0.06668 -2.64064 -1.02 1.60 0.45
H 0.27688 -1.13235 -0.15527 1.45 -0.83 -0.70
H -1.18120 0.37852 -1.83348 -0.02 -0.12 -0.16
H -2.94590 -0.35788 -2.13047 0.29 0.19 0.44



171
Properties=species:S:1:pos:R:3:forces:R:3 method="wB97M-V/def2-TZVPD" lumo_energy_ev=0.2405 homo_lumo_gap_ha=0.3360 charge=0 smiles="C[C@H]1COC(=O)O1.C[C@H]1COC(=O)O1.C[C@H]1COC(=O)O1.C[C@H]1COC(=O)O1.COC[C@H](C)N.COC[C@H](C)N.COC[C@H](C)N.COC[C@H](C)N.COC[C@H](C)N.COC[C@H](C)N.COC[C@H](C)N"
O 9.10672 14.25322 15.14435 0.07 -0.19 0.97
O 15.71259 9.38905 11.96142 1.26 -1.07 0.71
O 13.06552 14.83991 13.62183 -0.18 0.00 -0.14
O 18.27839 13.80368 16.27045 0.57 0.11 0.33
O 16.58824 17.07211 11.13554 0.08 0.12 -1.17
O 23.12201 10.80605 13.59012 -0.69 1.44 -0.52
O 13.44603 18.15077 13.81264 -0.41 -0.08 0.27
O 17.25803 7.73506 11.71581 -2.48 -0.05 -0.29
O 11.77230 9.52037 12.99092 -0.98 0.19 0.49
O 13.43346 12.61909 13.44473 -0.40 0.09 0.30
O 15.47350 11.79478 15.99499 0.18 -0.45 1.17
O 19.42324 10.76447 9.15055 -0.33 0.58 0.11
O 17.62692 9.26801 13.21149 -1.13 0.94 0.62
O 12.36194 8.71188 9.41987 0.11 0.16 -0.77
O 22.57347 8.83080 12.67475 -0.66 1.77 -0.02
O 20.54238 12.56898 9.72451 2.34 0.62 -0.25
O 21.03991 10.46116 12.91575 -0.21 0.19 -1.23
O 14.43302 13.98882 12.04640 -0.34 1.19 0.29
O 18.43631 12.43132 10.34518 -0.04 -0.35 0.11
N 15.94628 18.86154 16.54537 -0.39 -0.95 -0.84
N 9.57910 11.52871 17.58985 -0.40 -0.06 -0.19
N 21.43158 12.41938 17.44965 -0.76 -0.41 -0.43
N 19.28436 14.95428 12.28548 -0.27 0.61 -0.27
N 14.20410 9.49966 7.32097 -0.15 -0.47 0.15
N 13.37324 9.03068 16.19822 -0.69 -0.92 1.55
N 13.14697 13.08878 18.46312 0.71 0.38 1.71
C 16.49629 10.80405 16.14296 -0.74 -0.61 -0.41
C 17.21013 15.88365 11.55125 -1.42 -0.75 -0.96
C 19.12307 12.06256 18.54329 0.45 -0.68 -0.61
C 21.49482 11.72240 8.98973 0.39 1.39 0.02
C 19.38859 8.11537 10.86732 0.91 -1.00 0.10
C 16.14088 17.63606 14.41753 0.39 -0.57 -0.91
C 14.94319 12.03618 17.30229 1.75 -0.90 -0.01
C 15.19344 16.96511 10.97578 -0.41 0.16 1.19
C 19.53202 13.89992 16.92652 0.45 0.37 -0.55
C 14.16968 11.76560 12.54133 -0.41 0.39 -0.69
C 8.25279 11.43329 15.49704 -1.18 -0.22 -0.66
C 12.52784 7.68573 10.34583 -0.72 -0.15 1.06
C 13.24685 9.81215 9.55056 0.17 -1.14 0.19
C 21.07686 11.86889 13.14841 -0.18 0.22 1.26
C 11.90055 9.57515 14.42346 -0.40 0.07 -1.68
C 13.87030 18.27714 15.17365 -0.88 -1.03 -0.46
C 19.82334 12.23166 13.85873 -0.98 2.00 0.05
C 22.33396 12.00731 13.98361 1.14 -0.81 0.79
C 13.57056 13.90537 13.07954 0.66 -0.30 0.15
C 16.73065 8.82316 12.28730 0.42 0.81 -0.40
C 16.39640 12.78802 12.90253 0.82 -0.56 -0.26
C 9.39685 12.05220 16.21785 0.65 -0.98 0.32
C 19.93818 12.52187 17.33097 0.91 -0.71 0.32
C 20.56267 10.79111 8.30290 -0.34 -0.01 -0.84
C 18.61609 16.18702 11.86999 0.26 0.66 0.11
C 10.34340 14.29455 14.46736 0.56 1.14 -0.13
C 15.26856 11.02018 8.96068 -0.51 -0.14 -0.58
C 10.77887 10.42657 12.47924 0.77 -0.93 -0.67
C 19.22651 16.99289 10.70094 -0.10 -0.86 -0.25
C 18.59556 7.58779 12.05715 1.81 -0.18 -0.58
C 14.46454 14.45654 16.83505 -0.12 -0.29 0.46
C 18.05863 14.99419 15.56718 -0.05 -0.03 -0.80
C 18.76180 8.42002 13.32238 -0.36 -0.64 0.09
C 9.15850 13.52011 16.36758 0.37 0.54 -0.30
C 14.55065 9.67198 8.74390 -0.52 2.34 -0.90
C 12.97490 7.34071 14.40280 0.47 -0.26 1.03
C 13.91857 13.08302 17.25848 -0.88 0.89 -1.89
C 15.17420 12.79413 11.95288 0.40 -1.68 1.13
C 22.26825 9.97314 12.97724 1.63 -2.80 0.81
C 19.39420 11.97260 9.79563 -1.85 -0.88 0.05
C 15.32820 18.62148 15.17229 -0.21 1.50 1.15
C 13.13086 8.81842 14.77892 0.81 0.15 -0.04
C 22.47196 11.03702 9.90642 1.17 -0.34 0.06
C 12.02199 17.98739 13.75668 0.84 0.50 -0.12
H 17.25484 15.10721 10.72476 -0.68 0.44 0.68
H 18.72583 6.54276 12.31648 0.40 -0.20 -0.42
H 12.36246 13.72109 18.40621 -0.13 0.16 -0.16
H 9.79584 10.35209 12.95336 0.28 0.22 0.56
H 13.95959 6.83189 14.42043 -0.52 0.20 0.16
H 19.20633 7.55269 9.92301 -0.16 0.37 0.75
H 19.63864 9.04148 13.45925 -0.01 -0.14 -0.57
H 11.06416 9.04482 14.88849 -0.38 0.27 0.11
H 19.13919 9.16450 10.72892 0.06 -0.03 -0.06
H 21.73413 12.67777 18.35752 0.27 0.68 1.04
H 11.94827 10.62194 14.75540 -0.01 -0.11 0.00
H 13.76252 13.48864 19.19577 -0.68 -0.39 -0.22
H 16.60592 15.56446 12.41334 0.53 -0.69 -0.12
H 21.96736 12.38148 8.25346 0.14 -0.07 0.37
H 18.96048 15.35687 15.06086 0.07 -0.08 0.09
H 12.63318 8.57923 16.79258 0.89 0.20 -0.92
H 11.70184 6.98652 10.19978 -0.07 0.06 -0.04
H 16.96437 11.82904 12.94788 -1.21 0.03 -0.16
H 11.63994 17.41169 14.60656 0.07 -0.23 -0.29
H 16.02107 16.62669 14.78025 -0.55 -0.45 0.21
H 14.52901 11.84410 9.01418 0.47 -0.25 0.11
H 8.00438 12.02186 14.59915 0.47 -0.36 0.01
H 16.07558 17.97470 17.07376 -0.39 0.90 -0.60
H 15.98128 11.25278 8.17368 -0.02 -0.11 -0.26
H 21.94994 10.35118 10.58528 0.06 0.52 0.18
H 18.53745 16.77476 12.75249 0.39 0.97 0.85
H 10.52821 11.66354 17.90000 0.23 0.02 0.12
H 19.52026 11.47700 14.55646 0.02 -0.47 0.39
H 18.96740 12.43534 13.18880 0.66 -0.25 0.19
H 21.73129 11.44458 17.40004 -0.38 0.14 -0.18
H 9.34519 10.54736 17.71665 0.03 0.24 -0.34
H 15.37480 12.68572 10.89096 0.41 -0.31 0.30
H 15.78579 12.35294 17.95003 -0.17 -0.01 0.03
H 14.76059 16.77223 11.95702 -0.33 -0.06 0.16
H 13.43434 7.08853 10.24046 0.41 0.30 0.02
H 16.61547 10.43368 15.13903 0.38 -0.36 -0.34
H 13.49112 10.00980 10.59379 -0.19 -0.18 0.15
H 13.24527 12.80761 16.46692 -0.57 -0.40 -0.61
H 8.39053 10.37803 15.24611 0.13 0.12 -0.09
H 21.04934 9.83953 8.27594 -0.26 -0.89 -0.34
H 23.21319 11.72533 10.39338 -1.04 -0.53 -0.10
H 20.27067 14.28269 16.20866 0.04 -0.02 0.06
H 12.30850 6.85022 15.17631 0.55 0.36 -1.02
H 13.69906 10.32300 7.01539 0.26 0.49 -0.05
H 15.31791 8.96986 9.03003 -0.51 -0.97 0.35
H 17.44430 11.23375 16.47410 -0.15 0.07 0.18
H 9.90162 13.89110 17.07536 0.38 0.50 -0.18
H 19.54920 14.61481 17.76828 -0.35 -0.14 -0.04
H 14.65588 10.97407 13.12021 -0.35 0.34 -0.34
H 14.90403 14.53990 15.83780 0.02 -0.42 0.14
H 20.46055 8.00432 11.10645 -0.26 0.27 -0.15
H 15.84347 10.90982 9.85856 0.16 0.39 0.68
H 20.20770 15.22128 12.57174 0.61 -0.16 0.10
H 15.28808 19.59650 14.66122 0.76 -0.11 0.08
H 22.85789 12.93667 13.82073 0.49 0.04 -0.67
H 13.26942 19.06151 15.65880 0.11 -0.20 0.21
H 20.20306 17.38936 10.95224 0.28 0.01 0.08
H 12.40658 8.13825 11.35084 0.45 -0.61 -0.26
H 14.83847 17.93460 10.67001 -0.10 0.32 -0.31
H 19.35374 14.34146 11.48916 0.15 -0.39 -0.31
H 18.58185 17.82820 10.35853 0.35 -0.69 0.31
H 11.59928 18.98074 13.79507 -0.49 0.43 0.16
H 13.22490 10.01032 16.40319 0.32 0.31 -0.05
H 12.62711 10.61686 9.14537 0.57 0.39 -0.06
H 13.43070 11.37954 11.79817 0.75 0.16 0.67
H 13.68387 17.27983 15.60651 0.02 0.30 0.51
H 19.38774 11.00829 18.74416 0.05 0.56 0.53
H 14.60450 11.06355 17.68979 -0.35 0.37 0.14
H 7.32761 11.51022 16.05834 -0.14 -0.10 0.55
H 23.11312 10.33239 9.33764 -0.35 0.50 -0.12
H 17.69695 15.75652 16.21447 -0.30 0.86 0.71
H 19.27497 12.76500 19.37407 0.03 -0.51 0.03
H 13.44021 8.82940 7.32028 0.16 -0.49 -0.17
H 20.27201 11.15923 7.29610 0.11 -0.42 0.54
H 17.15779 17.84643 14.62769 1.29 0.40 0.01
H 19.74639 11.89974 16.46312 -0.44 -0.17 0.08
H 18.06804 12.02556 18.28270 -0.10 0.33 0.07
H 11.26896 11.39846 12.52747 -0.75 0.47 -0.06
H 16.02993 17.60975 13.31892 -0.25 0.34 0.73
H 14.00896 9.26740 14.25969 -0.58 -0.37 0.09
H 14.78477 16.18702 10.33623 0.59 -0.23 -0.51
H 19.97568 13.19468 14.40985 -0.16 -0.83 -0.42
H 11.23976 14.20820 15.12166 -0.69 0.07 -0.20
H 17.20909 13.38882 12.55974 0.18 1.10 -0.38
H 13.63386 15.15279 16.86798 -0.10 0.31 0.05
H 10.57575 10.11918 11.43626 0.44 0.30 0.30
H 22.30903 11.95338 15.08112 -0.93 -0.14 -0.28
H 15.19420 14.71996 17.59194 0.38 0.48 0.10
H 16.17451 9.92686 16.79368 0.27 1.13 -0.60
H 15.41106 19.51881 17.10975 -0.01 -0.33 -0.20
H 10.39300 13.53366 13.71303 0.15 -0.77 -0.38
H 19.34949 16.24014 9.88626 -0.01 0.70 0.17
H 12.58435 7.24153 13.38894 -0.18 -0.01 0.25
H 11.75351 17.56834 12.78848 0.10 -0.33 0.17
H 16.19146 13.06603 13.94817 -0.43 -0.12 -0.39
H 10.42799 15.25369 13.90469 -0.14 -0.52 0.62
H 18.72510 7.73482 14.17586 -0.54 0.36 0.24
H 17.33284 14.83925 14.78486 -0.35 -0.28 -0.15
H 8.22150 13.62029 16.87927 -0.73 0.31 0.06
H 10.28812 11.84999 15.61614 0.19 0.25 -0.05
H 21.17760 12.44426 12.23638 0.09 -0.24 -0.50